# 1
The following is a DFT calculation (wB97M-V/def2-TZVPD) of a cluster of 23 separate species, C46H138O46 in total in a non-equilibrium geometry.

Properties
E_LUMO ... 0.23 eV
Relative energy (zero: lowest compared OMol25 entry of this formula, charge and spin) ... 133.4 kJ/mol
Spin multiplicity ... 1
HOMO ... -9.33 eV
Gap between HOMO and LUMO ... 9.560 eV

Atoms and positions in Å:
C  -6.61788  0.10149  0.31772
C  -6.54635  -0.96463  1.36630
O  -6.41643  -0.30143  2.64418
O  -5.33727  0.87863  0.49472
H  -7.41265  0.78225  0.46109
H  -6.74691  -0.32156  -0.71633
H  -5.66088  -1.55053  1.22147
H  -7.43279  -1.62013  1.31149
H  -5.69860  -0.80970  3.13416
H  -5.21829  1.35380  -0.35785
C  -4.41585  0.93352  -5.73626
C  -3.72053  2.25525  -6.08906
O  -3.92830  3.30042  -5.14472
O  -3.97365  -0.09661  -6.51486
H  -5.52597  1.06947  -5.84767
H  -4.31020  0.78741  -4.63636
H  -3.93749  2.73035  -7.08988
H  -2.64813  2.06090  -6.12260
H  -4.22820  2.86422  -4.35488
H  -3.08932  -0.46761  -6.25983
C  1.39782  -6.64847  3.23639
C  1.99099  -6.81143  1.83068
O  2.21132  -5.55519  1.26554
O  0.06117  -6.14632  3.21249
H  2.00656  -5.91192  3.83694
H  1.33438  -7.60957  3.71928
H  1.30928  -7.45283  1.22768
H  2.96677  -7.33732  1.73986
H  1.37916  -5.26250  0.84414
H  0.09312  -5.19364  3.18664
C  -0.11305  4.68658  -3.87889
C  -0.30753  3.19115  -3.85634
O  -1.65993  2.88816  -3.50882
O  -0.46944  5.39987  -2.67620
H  -0.67119  5.22049  -4.68502
H  0.92395  4.90561  -4.11635
H  0.32229  2.60574  -3.17822
H  -0.03341  2.69130  -4.81500
H  -2.25227  3.24573  -4.15730
H  0.31796  5.43965  -2.07449
C  -3.83794  1.98330  3.35943
C  -4.37278  1.31722  4.68260
O  -3.22729  0.62211  5.26070
O  -3.41419  1.03625  2.43042
H  -3.01154  2.64224  3.66309
H  -4.65764  2.52458  2.83757
H  -5.25032  0.71271  4.41531
H  -4.55931  2.08683  5.41338
H  -3.36577  -0.23609  4.85372
H  -4.05922  0.93766  1.76236
C  0.88372  -3.57615  -1.77271
C  1.24917  -3.15552  -0.42773
O  1.48590  -1.72307  -0.42837
O  -0.50633  -3.21455  -2.01061
H  0.89337  -4.68548  -1.93939
H  1.51364  -3.03116  -2.48837
H  2.16486  -3.71301  -0.06984
H  0.59081  -3.22107  0.36651
H  0.73767  -1.21031  -0.10684
H  -0.73956  -3.55871  -2.91439
C  -5.44480  4.10299  -1.51541
C  -4.51139  5.12686  -2.07302
O  -3.23914  5.11748  -1.37911
O  -5.12417  2.80744  -1.97083
H  -6.40446  4.35684  -1.87924
H  -5.59411  4.09444  -0.47164
H  -4.95585  6.13819  -2.06609
H  -4.37045  5.00925  -3.13116
H  -2.43842  5.36613  -1.89084
H  -4.25297  2.67527  -1.58303
C  -2.61120  -5.82438  1.29484
C  -2.90313  -4.97033  0.10326
O  -2.31834  -3.73900  0.16858
O  -1.46509  -6.68621  1.12062
H  -3.48070  -6.45851  1.67558
H  -2.40772  -5.11573  2.11028
H  -3.97301  -4.78030  0.16888
H  -2.77167  -5.40480  -0.82421
H  -1.57312  -3.60850  -0.49225
H  -0.88089  -6.58757  1.92668
C  -4.66240  -2.97972  4.83448
C  -4.60832  -2.75820  6.35082
O  -3.19421  -2.59946  6.63484
O  -4.28815  -1.79641  4.05559
H  -5.66693  -3.28327  4.45386
H  -3.97664  -3.79798  4.53291
H  -5.04669  -3.67471  6.80256
H  -5.22766  -1.83393  6.63624
H  -2.95839  -1.78608  6.25040
H  -3.52007  -1.98828  3.38853
C  -0.96804  -1.50173  3.04220
C  -0.26831  -2.48481  3.93306
O  0.39349  -3.52883  3.16823
O  -2.16365  -1.97664  2.35826
H  -0.25158  -1.20920  2.34429
H  -1.44783  -0.67975  3.63712
H  -1.05286  -3.05344  4.43919
H  0.46502  -2.07920  4.64784
H  1.25112  -3.19237  2.85855
H  -1.98907  -2.78248  1.88614
C  3.28628  5.97472  -1.00565
C  3.65564  6.57426  -2.35096
O  3.68185  5.61982  -3.39268
O  1.99705  5.30845  -1.06112
H  3.13735  6.76584  -0.33409
H  4.09346  5.30816  -0.68798
H  4.54994  7.14889  -2.25836
H  2.80672  7.25946  -2.50688
H  4.58268  5.33943  -3.49497
H  2.02943  4.58602  -0.40270
C  -1.36140  -5.18813  -5.51967
C  0.02387  -4.93046  -5.85115
O  0.31495  -3.55190  -5.92362
O  -1.64322  -4.76731  -4.21024
H  -1.51961  -6.25769  -5.70472
H  -2.02716  -4.72725  -6.25695
H  0.21143  -5.39796  -6.85782
H  0.64407  -5.55182  -5.17097
H  0.51535  -3.08983  -5.11184
H  -2.56957  -4.49928  -4.31461
C  0.48893  2.50611  6.46389
C  0.07336  1.29551  5.69045
O  0.83054  1.09354  4.49469
O  -0.02697  3.66696  5.76847
H  1.57628  2.60094  6.60809
H  0.03271  2.50526  7.44295
H  -1.00893  1.35179  5.54318
H  0.21048  0.39149  6.38472
H  0.21498  1.37769  3.78907
H  -0.40145  3.45695  4.89588
C  4.23729  -3.40063  2.77926
C  5.52283  -3.04198  2.08081
O  5.84299  -1.67197  2.26245
O  3.29340  -2.34173  2.46865
H  4.43407  -3.30805  3.86718
H  3.78602  -4.33563  2.41147
H  5.56389  -3.30563  0.99412
H  6.28040  -3.72910  2.50865
H  5.05384  -1.13568  2.15571
H  3.11412  -1.78180  3.21016
C  2.70678  0.40291  1.79068
C  2.76678  1.22859  0.56061
O  2.31597  2.56010  0.75969
O  3.54621  0.86047  2.82304
H  2.99964  -0.59892  1.53460
H  1.63048  0.57547  2.08361
H  2.15132  0.77421  -0.21129
H  3.79415  1.31892  0.24287
H  1.37873  2.60136  0.50003
H  3.33286  1.78570  3.07738
C  -2.00126  -0.44399  -0.13496
C  -2.64586  0.28727  -1.29194
O  -2.64033  1.64429  -1.13830
O  -0.62440  -0.03787  0.07548
H  -2.05720  -1.50577  -0.32255
H  -2.59396  -0.32043  0.76618
H  -3.72433  0.02952  -1.44198
H  -2.03631  0.06196  -2.17876
H  -2.55155  2.07418  -2.02179
H  -0.61223  0.60931  0.79823
C  -0.82534  3.19938  2.39290
C  -0.97527  3.88746  1.03046
O  -0.27667  3.15008  0.05916
O  -0.96265  1.77005  2.28557
H  -1.56393  3.67277  3.07520
H  0.21834  3.45253  2.69659
H  -0.60607  4.92088  1.05927
H  -1.98326  3.95664  0.75089
H  -0.81954  2.73253  -0.57887
H  -1.92136  1.35767  2.22584
C  4.83520  -1.52049  -1.74633
C  5.83273  -0.50838  -1.07588
O  6.99279  -0.97484  -0.47039
O  3.61268  -0.80187  -1.82784
H  4.63065  -2.41238  -1.03090
H  5.19457  -1.82654  -2.71682
H  5.27254  0.06803  -0.33081
H  6.20762  0.19389  -1.83347
H  6.87111  -1.10970  0.45628
H  2.85093  -1.24854  -1.41053
C  2.72856  4.27118  4.32135
C  2.31890  5.48624  3.51173
O  1.70539  5.13609  2.25961
O  3.83466  3.46030  3.76309
H  1.94329  3.53359  4.43039
H  3.03189  4.49633  5.35722
H  3.16115  6.08958  3.30752
H  1.58108  6.19729  4.02385
H  2.29178  4.37740  1.98188
H  4.61451  4.08398  3.68243
C  -0.06735  -0.58377  -3.90405
C  -1.49080  -1.05556  -4.46849
O  -1.48519  -0.99506  -5.90461
O  0.86851  -1.62266  -4.15677
H  -0.15475  -0.41976  -2.80874
H  0.20148  0.43195  -4.30771
H  -2.26216  -0.38183  -4.04743
H  -1.63976  -2.11836  -4.10133
H  -1.22081  -1.86090  -6.15959
H  1.65535  -1.30068  -4.65804
C  3.57183  -1.03424  -6.60577
C  2.28928  -0.87358  -7.29541
O  1.70403  0.45525  -6.91442
O  3.28360  -1.03658  -5.19905
H  4.32226  -0.27462  -6.89840
H  3.99919  -1.99076  -6.89115
H  1.55590  -1.62893  -7.04099
H  2.33399  -0.77066  -8.37766
H  0.79700  0.47022  -7.24216
H  3.28185  -0.12163  -4.76578
C  3.50848  2.73004  -5.04462
C  3.78322  2.10145  -3.67708
O  2.87021  0.99354  -3.63153
O  3.83137  1.90107  -6.12117
H  4.08089  3.65630  -5.08405
H  2.41302  3.00702  -5.03848
H  3.64662  2.74602  -2.79165
H  4.79064  1.69408  -3.65650
H  2.92372  0.35237  -2.87892
H  2.94555  1.63413  -6.45904
C  3.91450  -1.30213  5.57055
C  3.72581  -0.36376  6.72395
O  3.37496  0.99579  6.14483
O  2.60048  -1.35917  4.90485
H  4.07501  -2.32717  5.88118
H  4.79629  -1.09637  4.94049
H  4.65596  -0.31582  7.27332
H  2.91585  -0.72914  7.33827
H  4.20645  1.29622  5.79020
H  2.38027  -0.51960  4.57217

---

# 2
The following is a DFT calculation (wB97M-V/def2-TZVPD) of a structure of composition C46H26Cl5CsF5O2S2Se in a non-equilibrium geometry.

Properties
E_LUMO ... 1.58 eV
Total charge ... -1
Relative energy (zero: lowest compared OMol25 entry of this formula, charge and spin) ... 29.3 kJ/mol
Spin multiplicity ... 1
HOMO ... -4.22 eV
Gap between HOMO and LUMO ... 5.807 eV

Atoms and positions in Å:
Cs  -3.04107  -3.51732  -1.59145
C  1.70183  -1.92721  4.58608
C  2.04360  -1.50908  3.16157
C  3.16206  -0.72542  2.89200
C  3.51863  -0.36880  1.60185
C  2.77512  -0.80340  0.55010
C  1.68207  -1.61652  0.79027
C  1.35009  -1.99208  2.08198
S  3.12894  -0.43905  -1.12750
O  4.55003  -0.72796  -1.43466
C  2.95569  1.35938  -1.13948
C  4.01063  2.02494  -1.78838
C  3.89179  3.32417  -2.14419
C  2.74355  4.08332  -1.73437
C  2.70544  5.44655  -2.00680
C  1.65921  6.17672  -1.51799
C  0.66293  5.64373  -0.72179
C  0.73318  4.34370  -0.35997
C  1.77808  3.45715  -0.88130
C  1.87943  2.03573  -0.65312
C  0.79616  1.40423  0.17910
C  0.96716  1.53227  1.57996
C  2.06474  2.18088  2.12025
C  2.23519  2.30025  3.49373
C  1.24148  1.71271  4.36425
C  0.13076  1.09536  3.82679
C  -0.02475  0.96445  2.41644
C  -1.13097  0.27180  1.84172
C  -1.19828  0.06142  0.49297
C  -0.25361  0.65976  -0.31171
S  -0.44301  0.26750  -2.12110
O  -1.34366  -0.93119  -2.11945
C  -1.33579  1.74902  -2.39590
C  -2.66687  1.88975  -2.05356
C  -3.29952  3.16676  -2.18596
C  -2.57415  4.18686  -2.81347
C  -3.28979  5.46509  -2.96781
C  -1.32498  3.88727  -3.37044
C  -0.68822  2.69367  -3.11451
H  1.55291  -1.10533  5.30094
H  2.45517  -2.64950  4.98127
H  0.79608  -2.58355  4.52025
H  3.75119  -0.39778  3.73197
H  4.27886  0.39281  1.41250
H  1.04504  -2.03886  0.01521
H  0.40416  -2.51001  2.24401
H  4.94316  1.50496  -1.97655
H  4.64900  3.81859  -2.74418
H  3.41916  5.83048  -2.78076
H  1.56474  7.30055  -1.67400
H  -0.12541  6.24895  -0.26031
H  -0.01000  3.93161  0.37635
H  2.88174  2.59243  1.54015
H  3.20790  2.69526  3.75214
H  1.25014  1.91157  5.44114
H  -0.66382  0.84769  4.56449
H  -1.81393  -0.19632  2.55962
H  -2.04865  -0.48115  0.15168
H  -3.18545  1.15883  -1.53617
H  -4.26112  3.42796  -1.79442
H  -2.76656  6.19011  -3.60869
H  -3.50204  5.88817  -2.03367
H  -4.26887  5.27622  -3.44340
H  -0.78501  4.62682  -3.94609
H  0.29682  2.60121  -3.48695
Cl  -5.49280  0.01420  0.19516
C  -4.60026  -0.76986  1.51179
C  -4.14447  -2.03292  1.35845
C  -3.46171  -2.67911  2.39349
Cl  -2.75976  -4.28588  2.07440
C  -3.36575  -2.10970  3.63895
Cl  -2.73204  -2.98490  5.03356
C  -3.77137  -0.83067  3.79377
Cl  -3.79945  -0.05598  5.33276
C  -4.37514  -0.12446  2.74804
Cl  -4.73772  1.61317  2.97864
F  0.16619  -10.89260  -2.51859
C  0.04720  -9.64963  -2.85927
C  -1.19808  -9.03579  -2.78784
F  -2.30071  -9.79355  -2.53490
C  -1.38631  -7.68535  -3.00613
F  -2.58839  -7.08302  -2.96326
C  -0.33825  -6.89839  -3.41380
Se  -0.47715  -5.02822  -3.86451
C  0.92197  -7.54740  -3.49100
F  2.06120  -6.93911  -3.77848
C  1.12341  -8.90107  -3.27668
F  2.39106  -9.40794  -3.29522

---

Q: What is the spin multiplicity in the second record?
A: 1